# 1
{"formula": "C26H72N2O10", "method": "ωB97M-V/def2-TZVPD", "species": ["C", "O", "N", "N", "H", "H", "H", "H", "C", "C", "O", "H", "H", "H", "H", "H", "H", "C", "C", "O", "H", "H", "H", "H", "H", "H", "C", "C", "C", "O", "H", "H", "H", "H", "H", "H", "H", "H", "C", "C", "C", "O", "H", "H", "H", "H", "H", "H", "H", "H", "C", "C", "C", "O", "H", "H", "H", "H", "H", "H", "H", "H", "C", "C", "C", "O", "H", "H", "H", "H", "H", "H", "H", "H", "C", "C", "C", "O", "H", "H", "H", "H", "H", "H", "H", "H", "C", "C", "C", "O", "H", "H", "H", "H", "H", "H", "H", "H", "C", "C", "C", "O", "H", "H", "H", "H", "H", "H", "H", "H"], "coordinates": [[-16.77169, 10.71738, 5.20635], [-17.49956, 11.23613, 4.41003], [-16.93662, 10.48212, 6.45974], [-15.88565, 9.91046, 4.67727], [-16.12995, 10.15983, 6.97502], [-17.77463, 10.85548, 6.88219], [-15.37128, 9.29145, 5.28748], [-16.04008, 9.83064, 3.68234], [-16.41778, 8.94696, 9.47330], [-15.16816, 9.88428, 9.52296], [-14.37383, 9.90658, 8.41172], [-16.75441, 8.96916, 10.50978], [-16.13844, 7.91379, 9.26686], [-17.23215, 9.30648, 8.84431], [-14.47799, 9.44627, 10.24402], [-15.40713, 10.89852, 9.84279], [-13.59274, 10.44064, 8.57383], [-15.08830, 7.93282, 1.58667], [-13.79123, 7.12895, 1.96495], [-12.69524, 8.01941, 1.96165], [-15.71699, 7.19326, 1.09076], [-14.83411, 8.70314, 0.85861], [-15.58207, 8.41871, 2.42822], [-13.58710, 6.33549, 1.24602], [-13.85491, 6.59723, 2.91434], [-12.55184, 8.31346, 2.86418], [-11.10767, 10.59486, 5.87510], [-11.76503, 10.42596, 4.51400], [-10.90719, 10.72453, 3.30694], [-12.27374, 9.09208, 4.36427], [-11.76764, 10.14511, 6.61691], [-10.81957, 11.62247, 6.09669], [-10.11072, 10.15592, 5.91398], [-12.57526, 11.13786, 4.35639], [-10.34192, 11.64283, 3.46594], [-11.50456, 10.85532, 2.40465], [-10.31302, 9.85890, 3.01412], [-12.43913, 8.76103, 5.25007], [-19.82471, 11.35959, 9.71622], [-20.45865, 10.63129, 8.47990], [-21.79161, 11.16832, 8.17450], [-19.49426, 10.92170, 7.52867], [-19.92103, 12.44510, 9.69385], [-18.79987, 11.02570, 9.87849], [-20.44787, 10.94674, 10.50953], [-20.67864, 9.57280, 8.61883], [-22.24930, 10.63557, 7.34096], [-21.74548, 12.17689, 7.76371], [-22.45243, 11.27401, 9.03487], [-19.67132, 11.84337, 7.32671], [-21.51960, 7.65533, 6.33872], [-20.39047, 6.81904, 5.72433], [-19.08831, 7.48441, 5.97742], [-20.39774, 5.43637, 6.16794], [-21.56933, 7.67985, 7.42731], [-22.49252, 7.36626, 5.94128], [-21.33448, 8.69509, 6.06902], [-20.40724, 6.82242, 4.63446], [-18.30034, 7.18312, 5.28718], [-18.67308, 7.26187, 6.96035], [-19.17026, 8.56946, 5.91376], [-20.92014, 4.92932, 5.54217], [-12.23424, 13.73058, 1.69748], [-13.67103, 13.32878, 1.30205], [-14.41099, 12.40300, 2.29020], [-14.27813, 14.60852, 1.38073], [-12.25376, 14.12987, 2.71153], [-11.91772, 14.61073, 1.13781], [-11.49246, 12.93191, 1.69987], [-13.71982, 12.96960, 0.27408], [-13.99416, 11.39588, 2.28192], [-15.42565, 12.36069, 1.89427], [-14.37364, 12.79206, 3.30773], [-14.19368, 15.00826, 2.24946], [-13.80677, 14.33414, 6.73146], [-15.31375, 14.58930, 6.82848], [-15.95707, 13.68593, 7.97274], [-15.78055, 15.94425, 6.88980], [-13.38207, 14.12779, 7.71388], [-13.34214, 15.19646, 6.25331], [-13.48470, 13.55536, 6.04019], [-15.75596, 14.22417, 5.90154], [-15.43516, 13.90696, 8.90379], [-15.71710, 12.62278, 7.98772], [-17.03343, 13.82466, 8.07426], [-15.43916, 16.49425, 6.18088], [-19.48641, 10.99196, 1.49855], [-18.43092, 9.80930, 1.50064], [-18.63308, 8.55935, 2.44284], [-18.36012, 9.29056, 0.17881], [-19.46603, 11.63305, 2.37985], [-20.50001, 10.59111, 1.50290], [-19.51399, 11.61832, 0.60691], [-17.45723, 10.23393, 1.74499], [-17.96538, 7.70499, 2.33176], [-19.67779, 8.31342, 2.25257], [-18.55204, 8.92485, 3.46653], [-17.49787, 9.46988, -0.20328], [-13.86132, 6.18686, 8.58676], [-14.23149, 6.35303, 7.06107], [-15.81811, 6.34360, 6.83426], [-13.86669, 7.61856, 6.60923], [-12.79014, 6.35590, 8.69680], [-14.27393, 5.21476, 8.85673], [-14.38942, 6.88041, 9.24114], [-13.67750, 5.69148, 6.39508], [-15.86685, 6.58176, 5.77171], [-16.28466, 7.19240, 7.33423], [-16.34679, 5.39047, 6.84604], [-14.22893, 8.24270, 7.24235]], "forces_ev_per_angstrom": [[0.82, -1.84, 1.89], [-3.19, 2.37, -2.65], [-0.40, 1.22, 2.57], [2.34, -0.45, -2.15], [-0.22, -0.01, 0.55], [-0.23, -0.09, 0.89], [0.14, -1.09, -0.48], [1.17, -0.45, -0.57], [1.13, 1.03, 0.41], [-0.63, -1.13, 2.46], [0.36, 0.05, -3.58], [-0.31, -0.07, -0.03], [-0.12, 0.23, -0.20], [0.05, -0.14, -0.10], [-0.57, 0.06, 1.03], [-0.39, 0.04, 0.07], [0.09, 0.03, -0.02], [0.99, -1.41, -0.26], [-0.28, 1.15, -0.27], [0.13, -0.40, -0.39], [-0.68, 0.35, 0.18], [0.16, -0.08, -0.01], [-0.06, -0.30, 0.08], [-0.18, 0.22, -0.34], [-0.33, 0.15, 0.31], [0.21, 0.20, 0.28], [0.63, 0.13, -0.56], [0.14, 0.34, -0.83], [0.26, -0.43, -0.52], [-0.06, 0.49, 0.58], [0.20, 0.24, 0.39], [-0.81, 0.29, 0.08], [-0.19, -0.80, -0.10], [-0.59, 0.05, 0.76], [0.27, -0.20, -0.08], [-0.37, 0.21, 0.18], [0.61, 0.15, 0.50], [-0.23, -0.55, 0.15], [-1.78, -2.12, 0.61], [0.75, 1.23, 2.96], [-1.28, 1.37, -1.33], [0.66, -0.44, -2.92], [0.01, -0.09, -0.25], [-0.05, 0.16, -0.08], [0.29, 0.56, 0.84], [1.26, -0.29, 0.06], [-0.32, -0.41, 0.32], [0.31, 0.47, 0.13], [0.03, -0.52, -0.02], [0.11, 0.32, -0.35], [-0.10, 0.10, -0.57], [-0.55, -0.46, 0.01], [1.76, 0.15, 0.87], [0.33, 1.04, -0.05], [0.23, -0.59, 0.06], [-0.03, -0.02, 0.14], [-0.19, 0.10, -0.29], [-0.92, -0.03, -0.20], [-0.09, -0.20, -0.21], [-0.22, -0.04, 0.32], [-0.16, 0.04, -0.07], [-0.08, -0.03, 0.02], [0.26, -0.79, 0.29], [1.30, 1.38, 1.98], [0.46, -0.17, -1.16], [-1.82, 0.44, -1.31], [-0.18, -0.24, 0.42], [0.07, -0.45, -0.53], [0.05, 0.11, -0.30], [-0.21, 0.13, 0.08], [0.10, -0.17, 0.02], [-0.24, -0.07, 0.42], [-0.08, 0.17, -0.01], [0.23, -0.33, 0.11], [0.08, 0.87, -0.06], [-1.15, -1.80, -0.72], [0.98, 1.36, 0.09], [0.31, -0.63, 1.46], [0.25, 0.28, -0.06], [0.21, 0.34, 0.48], [-0.61, -0.55, 0.13], [-0.01, -0.37, -0.33], [-0.39, 0.82, 0.35], [-0.04, -0.21, -1.24], [0.12, 0.11, 0.03], [0.25, -0.30, -0.16], [-0.45, -1.30, 0.71], [0.39, -0.07, -0.38], [-1.13, 2.18, -0.18], [-0.10, -0.08, -0.29], [0.43, -0.03, 0.07], [-0.09, -0.43, 0.07], [0.86, -0.19, -0.06], [0.30, 0.33, 0.08], [0.01, 0.34, -0.55], [0.04, -0.66, 0.29], [-0.21, -0.13, 0.29], [-0.04, 0.03, -0.02], [-0.61, -0.22, -1.76], [-2.13, -0.04, 1.69], [1.84, -0.56, -1.47], [0.79, 1.72, -0.69], [-0.05, -0.56, 0.28], [0.77, -0.25, 0.31], [-0.02, 0.33, -0.33], [-0.34, -0.51, 0.37], [-0.18, 0.21, -0.27], [-0.08, -0.46, 0.39], [-0.02, 0.07, 0.89], [0.23, 0.48, 0.40]], "spin_multiplicity": 2, "orbital_gap_ha": [0.353, 0.126], "total_charge": 1}


# 2
{"formula": "C29H58N8O5P2", "method": "ωB97M-V/def2-TZVPD", "species": ["C", "O", "C", "C", "C", "C", "C", "C", "C", "C", "C", "C", "C", "C", "C", "C", "N", "C", "O", "N", "C", "O", "H", "H", "H", "H", "H", "H", "H", "H", "H", "H", "H", "H", "H", "H", "H", "H", "H", "H", "H", "H", "H", "H", "O", "P", "N", "C", "C", "N", "C", "C", "N", "C", "C", "H", "H", "H", "H", "H", "H", "H", "H", "H", "H", "H", "H", "H", "H", "H", "H", "H", "H", "O", "P", "N", "C", "C", "N", "C", "C", "N", "C", "C", "H", "H", "H", "H", "H", "H", "H", "H", "H", "H", "H", "H", "H", "H", "H", "H", "H", "H"], "coordinates": [[-0.41602, -2.28222, 2.36221], [-0.15311, -1.26398, 1.41995], [-1.29431, -0.40381, 1.32183], [-1.19192, 0.46184, 0.06808], [-2.46031, 1.30965, -0.18195], [-3.47051, 0.68353, -1.17134], [-4.51148, -0.25483, -0.53774], [-5.54811, 0.41677, 0.36891], [-5.51390, 1.79452, 0.56818], [-6.42124, 2.37829, 1.41131], [-7.37810, 1.59805, 2.06202], [-7.40699, 0.25305, 1.85599], [-6.50338, -0.39002, 1.00451], [-6.55819, -1.89343, 0.83047], [-7.79630, -2.41960, 0.07455], [-7.53899, -3.38233, -1.09188], [-9.00948, -2.16800, 0.34243], [-8.21532, 2.50949, 2.95267], [-9.26416, 2.27622, 3.50157], [-7.43998, 3.66941, 2.98272], [-6.61228, 3.82082, 1.85508], [-6.20493, 4.86639, 1.41356], [-1.29264, -2.88756, 2.06846], [-0.61750, -1.82727, 3.34838], [0.43224, -2.97269, 2.41489], [-1.30027, 0.20010, 2.24853], [-2.18438, -1.05716, 1.32474], [-0.86308, -0.12057, -0.80217], [-0.37613, 1.17445, 0.27124], [-2.89656, 1.55887, 0.79644], [-2.12763, 2.26570, -0.61154], [-2.87843, 0.06426, -1.86365], [-3.94354, 1.44151, -1.81160], [-5.04595, -0.82106, -1.31316], [-3.95906, -0.98834, 0.07146], [-4.76857, 2.42743, 0.09652], [-8.16060, -0.33895, 2.37579], [-6.47615, -2.39232, 1.80577], [-5.68576, -2.20874, 0.25029], [-8.21039, -3.19541, -1.93158], [-7.80285, -4.37990, -0.70599], [-6.47782, -3.40813, -1.35584], [-9.04248, -1.54528, 1.15150], [-7.81533, 4.49945, 3.42572], [0.80583, -0.94062, -2.86204], [1.86540, -1.90529, -3.33965], [3.21681, -0.86811, -3.09678], [4.35025, -0.66821, -3.97460], [3.47204, -0.48188, -1.70817], [1.39418, -1.91338, -4.99729], [2.27934, -1.71254, -6.12655], [0.07459, -1.38765, -5.32288], [2.86448, -3.31532, -3.65576], [2.05254, -4.51120, -4.01032], [3.70435, -3.74257, -2.51424], [4.91871, -1.58564, -4.18409], [5.05602, 0.04398, -3.54583], [4.04813, -0.22349, -4.92262], [3.90542, -1.30391, -1.12001], [2.54861, -0.18027, -1.21131], [4.14363, 0.36904, -1.63302], [2.44194, -0.64678, -6.33046], [1.84698, -2.15410, -7.03124], [3.24248, -2.20182, -5.99462], [0.06475, -0.29089, -5.33025], [-0.67339, -1.73677, -4.61533], [-0.24444, -1.73876, -6.30814], [1.38013, -4.79696, -3.19541], [2.70599, -5.35563, -4.23530], [1.45062, -4.34151, -4.89857], [3.12135, -3.86116, -1.59718], [4.51123, -3.03671, -2.32465], [4.19215, -4.69164, -2.73769], [4.47582, 1.37596, 0.51589], [4.38897, 1.68417, 1.99011], [4.41790, 3.40488, 1.85073], [5.15589, 4.34440, 2.67043], [3.28917, 4.00537, 1.14691], [5.94831, 1.08640, 2.40969], [6.94272, 1.79474, 3.19021], [6.62007, 0.22868, 1.44084], [3.98232, 1.72251, 3.69662], [3.92498, 0.35852, 4.29005], [2.66877, 2.33294, 4.00380], [4.90448, 4.29541, 3.73887], [4.97026, 5.37150, 2.35419], [6.23139, 4.21047, 2.56053], [2.36766, 4.00533, 1.74644], [3.07575, 3.46203, 0.22378], [3.49608, 5.03488, 0.85376], [7.53450, 2.47882, 2.56911], [7.64100, 1.08612, 3.64861], [6.50623, 2.35075, 4.01778], [7.06711, 0.80978, 0.62512], [5.93175, -0.49660, 1.01365], [7.41371, -0.34650, 1.92538], [3.15601, -0.25585, 3.81172], [3.70665, 0.42251, 5.35713], [4.87456, -0.16116, 4.19981], [1.86319, 1.89422, 3.40904], [2.67824, 3.40894, 3.83760], [2.42834, 2.20246, 5.05891]], "forces_ev_per_angstrom": [[-0.06, -0.02, 0.06], [-0.32, -0.18, -0.13], [0.44, -0.55, -0.02], [0.34, 0.53, 0.63], [0.33, 0.06, -0.31], [0.17, -0.50, -0.08], [0.09, 0.44, 0.26], [0.67, -0.83, -0.64], [0.16, 0.49, -0.16], [-0.60, 0.35, 0.25], [0.06, 1.09, -0.12], [-0.84, -1.16, 0.35], [-0.13, 0.70, 0.34], [0.17, -0.05, -0.47], [-0.12, -0.33, -0.73], [0.06, -0.21, 1.04], [0.51, 0.30, 0.38], [0.66, -1.36, -0.35], [0.72, 0.47, -0.11], [-1.03, 1.32, 0.26], [0.37, -0.72, 0.00], [-0.09, -0.74, 0.33], [0.10, 0.23, 0.06], [0.10, -0.32, -0.10], [0.01, 0.37, 0.02], [-0.35, 0.07, -0.33], [-0.01, 0.34, -0.09], [-0.27, -0.01, 0.17], [-0.07, -0.25, -0.16], [-0.08, -0.09, -0.27], [-0.13, -0.20, 0.12], [-0.16, 0.20, 0.09], [-0.04, -0.08, 0.34], [0.18, 0.13, 0.07], [-0.19, 0.07, -0.21], [-0.13, -0.22, -0.07], [0.19, 0.16, 0.06], [-0.19, 0.11, -0.14], [-0.17, 0.00, 0.31], [0.26, 0.18, 0.08], [0.15, 0.15, -0.21], [-0.29, 0.06, -0.31], [-0.33, -0.03, -0.12], [-0.02, -0.03, -0.13], [-0.74, -2.88, 2.43], [2.55, 4.64, -5.36], [0.21, 0.11, 0.73], [0.14, -0.44, -0.34], [-0.41, -0.05, 0.19], [-0.40, -0.09, -0.11], [0.29, -0.50, -0.13], [-0.14, 0.14, 0.24], [-2.04, -1.33, 2.33], [-0.09, -0.16, -0.44], [0.53, 0.34, 0.09], [0.00, 0.00, -0.08], [-0.16, -0.05, 0.28], [-0.04, -0.16, -0.06], [0.12, 0.12, 0.09], [-0.03, -0.08, -0.08], [0.02, -0.03, -0.18], [0.02, 0.00, -0.01], [-0.12, 0.04, 0.05], [0.02, 0.09, 0.21], [-0.11, 0.00, 0.00], [0.06, 0.13, 0.08], [0.24, -0.05, -0.05], [0.09, -0.16, 0.02], [0.13, 0.09, 0.15], [0.02, 0.26, 0.06], [0.08, -0.13, 0.04], [-0.17, 0.20, -0.04], [-0.18, -0.04, -0.13], [-3.27, -1.67, 0.86], [6.41, 3.78, 0.16], [-0.62, 0.44, -0.26], [0.12, -0.16, 0.55], [-0.22, -0.37, -0.35], [0.11, -0.36, -0.11], [-0.12, -0.05, 0.59], [-0.15, -0.02, -0.28], [-2.40, -2.08, -1.07], [0.34, -0.25, 0.24], [-0.02, 0.62, -0.02], [0.07, -0.02, 0.03], [-0.25, -0.12, -0.16], [-0.01, -0.13, 0.11], [-0.03, 0.17, -0.04], [0.05, -0.11, 0.08], [0.16, -0.02, 0.12], [0.01, 0.01, 0.01], [-0.02, -0.07, -0.11], [-0.16, 0.08, -0.14], [0.01, -0.09, -0.06], [-0.03, 0.13, -0.10], [0.00, 0.17, 0.19], [-0.09, 0.00, 0.15], [-0.12, 0.19, -0.06], [0.05, 0.17, -0.20], [-0.10, -0.01, 0.13], [0.14, -0.04, -0.21], [0.12, -0.19, -0.02]], "spin_multiplicity": 1, "orbital_gap_ha": 0.286, "smiles": "[H]/N=C(/C)Cc1cc2c(cc1CCCCCOC)C(=O)NC2=O.CN(C)P(=O)(N(C)C)N(C)C.CN(C)P(=O)(N(C)C)N(C)C"}


# 3
{"formula": "C2H9N2S4", "method": "ωB97M-V/def2-TZVPD", "species": ["C", "C", "N", "N", "S", "S", "S", "S", "H", "H", "H", "H", "H", "H", "H", "H", "H"], "coordinates": [[-0.03361, 0.57110, 0.31589], [-1.27537, -0.01433, -0.33312], [0.39047, -0.05264, 1.44430], [-1.73722, 0.96660, -1.28515], [3.20839, -1.02469, 0.42565], [0.56535, 1.95438, -0.41730], [-0.62415, -1.43316, -1.33055], [-2.52634, -0.57485, 1.01818], [-0.28488, -0.67083, 1.83823], [1.09438, 0.30789, 2.07809], [-1.72923, 1.85183, -0.95092], [-2.52308, 0.78156, -1.90154], [4.39994, -1.40171, -0.03396], [3.50993, 0.26202, 0.57282], [1.81630, 1.80127, 0.33575], [-1.50504, -1.58685, -2.25312], [-2.74582, -1.73757, 0.47675]], "forces_ev_per_angstrom": [[-0.10, -1.79, 2.48], [-1.41, -0.13, -1.21], [-0.39, 2.21, -2.41], [0.19, -2.89, -0.64], [-0.51, -0.44, 0.05], [3.13, -0.56, 1.18], [2.03, -0.45, 1.92], [0.84, 1.37, -0.31], [-0.53, -0.90, 0.32], [0.12, 0.04, -0.39], [-0.73, 3.26, 1.22], [0.29, -0.30, 0.44], [0.26, 0.19, -0.04], [0.42, 0.20, -0.04], [-1.91, 0.78, -1.12], [-1.56, 0.41, -1.01], [-0.13, -0.99, -0.44]], "spin_multiplicity": 1, "e_above_lowest_kj_mol": 40.3, "orbital_gap_ha": 0.296, "total_charge": 1}


How do the records compare in F_max? In the order shown, they have 0.093; 0.147; 0.069 hartree/bohr.